Record 1
A 2-piece molecular cluster, Cl3H2NP overall. Source: OMol25; level of theory: wB97M-V/def2-TZVPD.

Each line ends with the Mulliken charge.
Geometry (Å):
N -0.083 0.299 -0.027  -0.452
P -2.763 0.107 -0.012  0.814
Cl -3.561 0.292 -1.792  -0.005
Cl -3.109 -1.757 0.663  -0.016
Cl -3.495 1.354 1.265  0.007
H -0.080 -0.658 -0.484  0.328
H -0.121 0.091 0.971  0.324

The electronic energy comes out at -48369.66350 eV. The orbital gap (spin up / spin down) is 9.1 / 8.1 eV. The highest occupied orbital energy (spin up / spin down) comes out at -15.600 / -16.248 eV. The spin multiplicity is 1. The charge is +1.

Record 2
A 2-piece molecular cluster, C16H17NO overall. Source: OMol25; level of theory: wB97M-V/def2-TZVPD.

Each line ends with the Mulliken charge.
Geometry (Å):
C -0.617 3.756 -1.501  -1.290
C 0.312 3.703 -0.323  0.450
C 0.829 4.728 0.404  -0.738
N 1.593 4.222 1.433  -0.035
C 1.576 2.852 1.386  -0.499
C 1.966 1.921 2.337  -0.633
C 1.731 0.571 2.143  -0.617
C 1.041 0.198 0.973  -0.083
C 0.446 1.126 0.151  -0.573
C 0.744 2.485 0.294  1.091
H -0.270 3.006 -2.216  0.324
H -0.671 4.717 -2.011  0.346
H -1.590 3.358 -1.200  0.284
H 0.821 5.792 0.249  0.411
H 2.073 4.721 2.151  0.159
H 2.415 2.263 3.272  0.300
H 1.943 -0.071 2.973  0.374
H 0.894 -0.848 0.767  0.308
H -0.153 0.755 -0.665  0.429
C -0.153 -3.330 -2.948  -1.351
C -0.545 -2.991 -1.534  0.495
C -1.684 -2.295 -1.208  -0.541
C -2.263 -2.352 0.066  -0.446
C -1.562 -3.011 1.049  0.466
O -2.058 -3.406 2.281  -0.525
C -0.228 -3.340 0.799  -0.497
C 0.292 -3.374 -0.469  -0.593
H -1.049 -3.531 -3.537  0.371
H 0.413 -4.238 -2.945  0.410
H 0.472 -2.571 -3.428  0.258
H -2.210 -1.767 -2.000  0.401
H -3.169 -1.822 0.315  0.442
H -2.953 -3.727 2.116  0.334
H 0.398 -3.662 1.624  0.405
H 1.219 -3.839 -0.798  0.363

The electronic energy comes out at -20404.89704 eV. The orbital gap is 8.5 eV. The highest occupied orbital energy comes out at -7.684 eV. The spin multiplicity is 1.

Record 3
One molecule with the formula C4H8O2. Source: OMol25; level of theory: wB97M-V/def2-TZVPD.

Each line ends with the Mulliken charge.
Geometry (Å):
C -2.005 -0.873 0.142  -0.671
O -1.955 0.538 -0.433  -0.387
C -0.679 0.912 -0.679  -0.249
C 0.255 0.325 0.060  -0.360
C 1.661 0.133 -0.294  -0.336
O 2.427 0.925 0.584  -0.511
H -2.951 -0.807 0.648  0.253
H -1.292 -1.352 0.860  0.312
H -1.990 -1.517 -0.738  0.306
H -0.482 1.694 -1.423  0.360
H -0.055 0.059 1.062  0.483
H 1.917 -0.944 -0.198  0.230
H 1.801 0.391 -1.355  0.282
H 3.349 0.700 0.447  0.288

The electronic energy comes out at -8369.90103 eV. The orbital gap is 9.2 eV. The highest occupied orbital energy comes out at -8.381 eV. The spin multiplicity is 1.

Record 4
A 2-piece molecular cluster, C29H45F3IN3O6 overall. Source: OMol25; level of theory: wB97M-V/def2-TZVPD.

Each line ends with the Mulliken charge.
Geometry (Å):
C -3.897 0.639 4.936  -1.120
C -4.405 -0.814 4.944  -0.702
C -3.870 -1.617 3.741  -0.787
C -2.561 -2.374 4.070  0.432
C -2.769 -3.874 3.768  -1.922
C -1.411 -1.923 3.218  -0.910
N -1.682 -1.577 2.014  -0.843
N -0.687 -1.192 1.217  1.007
C -1.066 -0.866 -0.178  -1.259
I -3.226 -0.858 -0.436  0.067
C -0.522 -1.901 -1.189  -0.619
C 0.020 -1.180 -2.415  -1.031
C 0.620 -1.107 1.638  0.302
C 1.677 -0.600 0.724  0.941
F 2.740 -0.134 1.368  -0.310
F 1.251 0.421 -0.030  -0.297
F 2.135 -1.526 -0.128  -0.279
C 0.909 -1.508 2.921  0.356
C 2.297 -1.547 3.511  -0.875
C 3.167 -2.629 2.863  0.218
O 2.852 -3.796 2.992  -0.578
O 4.297 -2.278 2.146  -0.285
C 5.112 -1.372 2.781  0.931
C 5.837 -0.441 1.868  -1.118
O 5.214 -1.336 3.986  -0.524
C -0.100 -1.930 3.741  0.709
C 0.119 -2.412 5.116  -1.662
O -0.093 -1.334 6.063  -0.343
C 0.535 -1.574 7.265  0.773
C 0.162 -2.807 8.040  -0.969
O 1.357 -0.792 7.676  -0.561
H -3.097 0.768 5.656  0.240
H -3.513 0.927 3.965  0.295
H -4.707 1.320 5.168  0.370
H -5.484 -0.797 4.842  0.440
H -4.161 -1.321 5.870  0.407
H -3.772 -0.964 2.885  0.325
H -4.635 -2.347 3.498  0.334
H -2.346 -2.203 5.115  0.580
H -3.308 -3.936 2.832  0.511
H -3.368 -4.322 4.551  0.356
H -1.832 -4.407 3.637  0.433
H -0.794 0.148 -0.427  0.864
H 0.181 -2.588 -0.734  0.239
H -1.346 -2.507 -1.533  0.749
H 0.610 -0.310 -2.170  0.165
H -0.838 -0.809 -2.969  0.299
H 0.539 -1.839 -3.095  0.450
H 2.297 -1.787 4.558  0.518
H 2.739 -0.566 3.436  0.656
H 5.170 0.331 1.507  0.235
H 6.666 0.010 2.385  0.352
H 6.207 -0.969 0.995  0.351
H 1.088 -2.870 5.264  1.114
H -0.611 -3.192 5.322  0.172
H -0.494 -2.541 8.858  0.302
H -0.279 -3.578 7.422  0.326
H 1.072 -3.199 8.472  0.333
C -0.398 4.379 -4.063  -1.624
C -0.830 3.363 -5.137  1.456
C -1.100 4.104 -6.453  -1.369
C 0.144 4.643 -7.167  -0.630
C 1.408 3.818 -6.881  -1.365
C 1.142 2.372 -6.444  1.661
N 0.278 2.392 -5.260  0.635
O 0.032 1.220 -4.773  -0.590
C 2.490 1.774 -6.041  -1.942
C 0.577 1.557 -7.609  -1.617
C -2.142 2.737 -4.690  -1.773
H -0.225 3.876 -3.110  0.347
H -1.169 5.138 -3.907  0.376
H 0.524 4.893 -4.339  0.356
H -1.630 3.433 -7.133  0.343
H -1.793 4.927 -6.264  0.577
H -0.051 4.666 -8.241  0.342
H 0.323 5.680 -6.877  0.348
H 2.053 3.823 -7.761  0.537
H 1.983 4.317 -6.096  0.347
H 2.896 2.288 -5.168  0.429
H 3.208 1.876 -6.857  0.409
H 2.404 0.715 -5.802  0.369
H 1.279 1.573 -8.444  0.409
H -0.376 1.943 -7.974  0.334
H 0.427 0.516 -7.322  0.353
H -2.896 3.518 -4.582  0.402
H -2.049 2.235 -3.728  0.309
H -2.508 2.013 -5.420  0.413

The electronic energy comes out at -63805.21980 eV. The orbital gap is 1.8 eV. The highest occupied orbital energy comes out at -4.408 eV. The spin multiplicity is 1.

Record 5
An isolated ion of composition C6H15N2Si and charge +1. Source: OMol25; level of theory: wB97M-V/def2-TZVPD.

Each line ends with the Mulliken charge.
Geometry (Å):
C 1.770 -1.153 0.277  -0.124
C 0.056 -1.807 -1.840  -0.321
C 1.220 -2.683 -1.468  -0.303
C -0.688 3.299 0.452  -0.949
C -1.036 1.925 -0.121  -0.313
C -1.663 0.917 0.715  -0.668
N 0.629 -0.645 0.372  -0.159
N 2.246 -1.971 -0.727  -0.222
Si -0.438 -0.035 1.690  0.246
H 2.579 -1.046 0.943  0.429
H 0.186 -0.946 -2.403  0.330
H -1.078 -2.093 -1.601  0.277
H 0.674 -3.464 -0.854  0.259
H 1.687 -3.183 -2.382  0.388
H -0.093 4.124 -0.076  0.315
H -1.672 3.555 0.832  0.298
H -0.130 2.999 1.449  0.180
H -1.739 1.984 -1.024  0.302
H -0.064 1.454 -0.427  0.182
H -2.424 0.353 0.168  0.399
H -2.374 1.253 1.521  0.347
H 3.158 -2.432 -0.510  0.316
H 0.081 0.865 2.716  -0.083
H -0.887 -1.269 2.299  -0.125

The electronic energy comes out at -17312.87859 eV. The orbital gap (spin up / spin down) is 7.2 / 7.2 eV. The highest occupied orbital energy (spin up / spin down) comes out at -13.512 / -13.512 eV. The spin multiplicity is 1. The charge is +1.

Record 6
C30H37AsIN4OOsS2Si as an isolated structure. Source: OMol25; level of theory: wB97M-V/def2-TZVPD.

Each line ends with the Mulliken spin population.
Geometry (Å):
Os -0.011 -0.048 0.349  2.100
S -0.013 -2.323 -0.001  0.159
C -1.707 -2.709 -0.215  0.050
C -2.001 -4.057 -0.591  0.000
N -2.197 -5.147 -0.896  0.019
C -2.668 -1.782 -0.048  0.030
S -2.277 -0.120 0.351  0.189
C -4.053 -2.076 -0.249  0.005
N -5.174 -2.275 -0.406  0.002
C -1.859 4.339 0.010  0.012
Si -0.576 3.303 0.882  -0.058
C -1.430 2.501 2.324  0.036
C 0.891 4.302 1.481  0.023
N -0.009 2.002 -0.265  0.437
C 0.285 2.354 -1.536  0.159
C 0.572 3.700 -1.918  0.093
C 0.817 4.055 -3.215  -0.032
C 0.773 3.090 -4.229  0.189
C 0.515 1.766 -3.924  -0.088
C 0.299 1.395 -2.608  0.064
O 0.054 0.121 -2.244  0.255
C -0.299 -0.861 -3.188  -0.016
C -1.638 -1.177 -3.308  0.004
C -1.996 -2.222 -4.149  -0.002
C -1.023 -2.919 -4.851  0.003
C 0.315 -2.569 -4.727  -0.003
C 0.689 -1.530 -3.886  0.022
H -2.546 4.730 0.764  0.001
H -2.448 3.727 -0.677  0.001
H -1.467 5.187 -0.550  -0.001
H -1.610 3.289 3.062  0.001
H -0.866 1.711 2.814  -0.027
H -2.401 2.101 2.031  0.004
H 0.526 5.089 2.147  -0.001
H 1.443 4.785 0.676  0.000
H 1.600 3.710 2.060  -0.002
H 0.618 4.459 -1.154  0.003
H 1.041 5.084 -3.459  0.003
H 0.947 3.376 -5.257  0.006
H 0.476 1.015 -4.700  0.000
H -2.375 -0.626 -2.740  -0.007
H -3.038 -2.496 -4.246  0.000
H -1.308 -3.738 -5.497  0.000
H 1.072 -3.108 -5.280  0.000
H 1.727 -1.238 -3.784  0.000
I 4.950 -2.104 -2.421  0.000
C 4.117 -0.728 -1.108  -0.011
C 4.879 0.260 -0.504  0.010
C 4.253 1.136 0.370  0.000
C 2.898 1.006 0.597  0.071
N 2.162 0.052 0.011  -0.017
C 2.765 -0.806 -0.820  0.026
H 5.939 0.341 -0.704  0.000
H 4.808 1.918 0.868  0.000
H 2.370 1.673 1.265  -0.029
H 2.145 -1.583 -1.248  0.012
C 1.575 1.634 4.502  0.019
C 0.635 0.444 4.635  0.036
As 0.615 -0.685 3.031  0.218
C 2.347 -1.572 3.269  0.027
C 2.566 -2.778 2.364  0.002
C -0.676 -2.059 3.542  0.007
C -0.406 -2.739 4.878  0.005
H 1.629 2.195 5.435  0.001
H 1.229 2.319 3.727  -0.010
H 2.590 1.320 4.252  -0.001
H -0.389 0.767 4.829  0.002
H 0.933 -0.197 5.465  0.006
H 2.409 -1.856 4.321  0.003
H 3.114 -0.814 3.098  0.000
H 1.782 -3.525 2.489  0.000
H 3.519 -3.255 2.592  0.000
H 2.580 -2.495 1.311  -0.003
H -0.691 -2.782 2.726  -0.010
H -1.647 -1.559 3.536  -0.003
H 0.566 -3.234 4.892  0.000
H -1.161 -3.502 5.068  0.001
H -0.440 -2.034 5.709  0.000

The electronic energy comes out at -140667.60959 eV. Its expectation value of S² is 6.048. The orbital gap (spin up / spin down) is 6.9 / 6.1 eV. The highest occupied orbital energy (spin up / spin down) comes out at -9.899 / -11.258 eV. The spin multiplicity is 5. The charge is +1.